Entry 1:
Formula: C66H158N10O18
Source: the OMol25 dataset
Level of theory: wB97M-V/def2-TZVPD

Geometry as XYZ:
```
252
Properties=species:S:1:pos:R:3:lowdin_charge:R:1
C 4.99 3.81 -1.92 -0.031
C 4.09 4.95 -1.44 -0.485
C 5.06 6.13 -1.05 -0.128
C 5.54 7.00 -2.22 -0.152
C 4.26 7.33 -3.10 -0.136
C 3.46 6.13 -3.62 -0.459
N 3.13 5.28 -2.46 -0.131
O 2.27 4.28 -2.76 -0.031
C 2.11 6.65 -4.25 -0.013
C 4.34 5.45 -4.74 -0.017
C 3.38 4.55 -0.14 -0.020
H 5.46 3.29 -1.08 0.070
H 5.85 4.05 -2.55 0.070
H 4.44 3.04 -2.45 0.063
H 4.48 6.84 -0.45 0.112
H 5.94 5.69 -0.58 0.115
H 6.23 6.43 -2.84 0.092
H 6.02 7.90 -1.84 0.105
H 4.55 7.94 -3.95 0.112
H 3.62 7.99 -2.52 0.104
H 1.67 5.87 -4.86 0.078
H 1.46 7.02 -3.45 0.051
H 2.22 7.45 -4.98 0.082
H 4.30 5.95 -5.71 0.085
H 5.29 5.10 -4.36 0.049
H 3.76 4.55 -4.97 0.070
H 2.88 3.60 -0.35 0.074
H 2.69 5.28 0.26 0.080
H 4.12 4.40 0.65 0.075
H 1.43 4.56 -2.39 0.012
C -2.46 -0.54 8.66 -0.021
C -2.39 -0.14 7.14 -0.472
C -1.35 0.98 6.83 -0.126
C 0.17 0.62 6.76 -0.178
C 0.27 -0.59 5.86 -0.149
C -0.61 -1.80 6.24 -0.465
N -2.01 -1.34 6.41 -0.124
O -3.02 -2.37 6.47 -0.004
C -0.55 -2.78 5.07 -0.021
C -0.05 -2.37 7.58 -0.025
C -3.76 0.44 6.61 -0.015
H -2.31 0.28 9.36 0.081
H -1.64 -1.21 8.96 0.054
H -3.41 -1.01 8.88 0.080
H -1.58 1.51 5.91 0.110
H -1.31 1.72 7.63 0.111
H 0.57 0.48 7.76 0.104
H 0.64 1.49 6.30 0.109
H 1.34 -0.71 5.65 0.099
H -0.13 -0.21 4.92 0.102
H 0.36 -3.38 5.04 0.084
H -1.35 -3.49 5.28 0.077
H -0.87 -2.43 4.09 0.073
H 0.94 -2.76 7.35 0.076
H 0.15 -1.69 8.41 0.064
H -0.75 -3.12 7.97 0.084
H -3.89 1.24 7.34 0.083
H -4.54 -0.30 6.79 0.075
H -3.68 0.76 5.58 0.077
H -3.01 -2.47 7.42 0.068
C 6.13 2.38 -5.35 -0.165
O 7.00 1.32 -5.49 -0.171
C 7.64 0.95 -4.24 -0.174
C 7.21 -0.54 -3.85 -0.155
N 5.94 -0.51 -3.07 -0.075
C 5.47 -1.71 -2.44 -0.191
C 4.05 -1.49 -1.85 -0.180
O 3.11 -0.83 -2.70 -0.172
C 2.68 0.38 -2.24 -0.128
H 5.18 2.31 -4.83 0.079
H 5.94 2.60 -6.40 0.093
H 6.64 3.29 -5.02 0.077
H 7.52 1.60 -3.37 0.103
H 8.72 0.91 -4.38 0.106
H 8.03 -0.93 -3.25 0.098
H 7.20 -1.01 -4.84 0.109
H 5.25 -0.05 -3.65 0.100
H 6.20 -2.02 -1.70 0.116
H 5.42 -2.43 -3.26 0.111
H 4.04 -1.06 -0.85 0.110
H 3.73 -2.51 -1.64 0.096
H 2.25 0.30 -1.24 0.068
H 1.98 0.87 -2.92 0.090
H 3.51 1.06 -2.06 0.076
C 0.28 -7.81 -4.12 -0.102
O 0.38 -6.39 -4.06 -0.217
C 1.44 -5.89 -3.25 -0.195
C 1.23 -4.36 -3.00 -0.192
N -0.18 -4.06 -2.68 -0.040
C -0.41 -2.62 -2.74 -0.195
C -1.84 -2.33 -2.28 -0.188
O -2.14 -0.92 -2.49 -0.226
C -3.51 -0.63 -2.56 -0.103
H -0.55 -8.19 -4.72 0.083
H 0.04 -8.14 -3.11 0.087
H 1.17 -8.24 -4.58 0.087
H 2.41 -6.09 -3.68 0.119
H 1.33 -6.42 -2.30 0.110
H 1.61 -3.97 -3.94 0.110
H 1.88 -3.86 -2.28 0.098
H -0.67 -4.54 -3.42 0.098
H -0.32 -2.21 -3.75 0.124
H 0.26 -2.06 -2.08 0.111
H -1.86 -2.63 -1.24 0.098
H -2.62 -2.96 -2.71 0.096
H -3.75 -1.05 -3.53 0.088
H -3.70 0.44 -2.54 0.091
H -4.01 -1.11 -1.72 0.072
C 0.25 -4.10 1.14 -0.076
O 1.18 -4.15 2.23 -0.207
C 2.52 -3.91 1.90 -0.225
C 2.92 -2.60 2.54 -0.206
N 4.33 -2.56 2.80 -0.047
C 4.85 -1.32 3.35 -0.191
C 4.42 -1.24 4.87 -0.168
O 5.03 -2.31 5.65 -0.195
C 4.84 -2.24 7.03 -0.122
H 0.55 -3.24 0.54 0.073
H -0.70 -3.79 1.57 0.066
H 0.02 -4.99 0.56 0.082
H 2.65 -3.91 0.82 0.112
H 2.99 -4.80 2.32 0.127
H 2.34 -2.58 3.47 0.106
H 2.58 -1.75 1.94 0.105
H 4.48 -3.22 3.55 0.099
H 4.48 -0.38 2.95 0.087
H 5.91 -1.12 3.29 0.106
H 3.33 -1.24 4.92 0.091
H 4.88 -0.28 5.13 0.114
H 5.24 -1.33 7.48 0.084
H 5.32 -3.09 7.51 0.089
H 3.77 -2.26 7.22 0.073
C -10.99 -1.11 -0.52 -0.133
O -9.80 -1.60 0.05 -0.171
C -9.45 -2.88 -0.58 -0.151
C -8.24 -3.43 0.26 -0.206
N -8.69 -4.16 1.41 -0.081
C -7.59 -4.61 2.22 -0.208
C -8.02 -6.00 2.73 -0.212
O -8.69 -6.13 3.98 -0.185
C -9.94 -5.42 4.03 -0.105
H -11.05 -0.03 -0.37 0.087
H -11.92 -1.53 -0.15 0.087
H -11.02 -1.25 -1.60 0.065
H -9.17 -2.79 -1.63 0.082
H -10.24 -3.64 -0.56 0.123
H -7.62 -2.58 0.54 0.112
H -7.57 -4.12 -0.25 0.110
H -9.29 -3.52 1.92 0.105
H -7.24 -3.86 2.93 0.130
H -6.68 -4.78 1.65 0.093
H -7.04 -6.48 2.82 0.107
H -8.53 -6.57 1.96 0.121
H -10.46 -5.86 4.89 0.084
H -10.66 -5.71 3.27 0.083
H -9.74 -4.35 4.03 0.081
C 0.45 9.32 0.14 -0.084
O -0.10 7.99 0.11 -0.182
C 0.37 7.24 -1.00 -0.266
C -0.18 5.87 -0.84 -0.171
N -0.09 5.16 -2.12 -0.063
C -0.79 3.88 -1.98 -0.165
C -0.52 2.98 -3.21 -0.199
O -0.79 3.65 -4.44 -0.202
C -0.61 2.85 -5.60 -0.088
H 0.24 9.80 1.09 0.079
H -0.11 9.99 -0.52 0.086
H 1.53 9.20 0.05 0.087
H 1.44 7.22 -1.19 0.100
H 0.06 7.74 -1.92 0.115
H -1.24 5.97 -0.60 0.127
H 0.40 5.46 -0.01 0.123
H -0.39 5.64 -2.96 0.123
H -1.87 3.98 -1.97 0.118
H -0.45 3.38 -1.08 0.120
H -1.27 2.19 -3.12 0.114
H 0.51 2.61 -3.18 0.095
H -0.62 3.42 -6.53 0.085
H -1.36 2.07 -5.65 0.084
H 0.41 2.46 -5.52 0.084
C -4.76 -4.98 -2.59 -0.080
O -6.12 -4.63 -2.86 -0.215
C -6.29 -3.35 -3.40 -0.236
C -7.70 -3.33 -4.04 -0.189
N -8.20 -1.94 -4.21 -0.061
C -9.62 -2.06 -4.47 -0.219
C -10.26 -0.62 -4.56 -0.193
O -11.69 -0.83 -4.57 -0.199
C -12.51 0.31 -4.30 -0.113
H -4.06 -4.67 -3.36 0.078
H -4.91 -6.06 -2.57 0.095
H -4.52 -4.60 -1.60 0.075
H -5.58 -3.16 -4.20 0.114
H -6.18 -2.66 -2.56 0.113
H -8.41 -3.93 -3.46 0.111
H -7.62 -3.83 -5.01 0.116
H -7.69 -1.48 -4.96 0.112
H -10.14 -2.49 -3.61 0.096
H -9.86 -2.68 -5.33 0.118
H -10.03 -0.02 -5.43 0.114
H -9.81 -0.09 -3.72 0.112
H -12.45 1.18 -4.96 0.080
H -12.43 0.61 -3.26 0.078
H -13.57 0.10 -4.46 0.080
C 2.42 1.39 1.45 -0.134
O 1.12 1.45 0.91 -0.182
C 0.40 0.23 1.09 -0.200
C -0.90 0.13 0.31 -0.173
N -1.77 -0.88 0.90 -0.048
C -2.41 -0.39 2.10 -0.192
C -3.40 -1.43 2.67 -0.182
O -4.52 -1.63 1.79 -0.196
C -4.41 -2.74 0.93 -0.110
H 2.89 2.37 1.55 0.064
H 3.15 0.68 1.05 0.077
H 2.41 1.21 2.53 0.079
H 0.42 -0.06 2.15 0.111
H 1.12 -0.48 0.69 0.089
H -0.67 -0.13 -0.72 0.104
H -1.37 1.11 0.37 0.115
H -2.57 -1.09 0.32 0.072
H -3.01 0.45 1.76 0.120
H -1.71 -0.04 2.86 0.106
H -3.83 -1.05 3.60 0.113
H -3.00 -2.41 2.93 0.113
H -3.36 -2.95 0.77 0.071
H -4.94 -2.67 -0.02 0.070
H -4.90 -3.50 1.55 0.076
C 11.09 1.75 -2.20 -0.161
O 9.89 1.77 -1.54 -0.191
C 9.69 0.57 -0.76 -0.176
C 8.18 0.49 -0.19 -0.146
N 8.07 1.48 0.97 -0.055
C 6.62 1.43 1.43 -0.179
C 6.36 2.48 2.60 -0.190
O 5.07 2.29 3.16 -0.221
C 4.60 3.35 3.99 -0.102
H 11.82 1.70 -1.40 0.080
H 11.34 2.65 -2.78 0.093
H 11.43 0.88 -2.76 0.085
H 10.45 0.37 -0.01 0.114
H 9.81 -0.31 -1.39 0.098
H 7.87 -0.49 0.16 0.109
H 7.51 0.80 -1.00 0.084
H 8.29 2.40 0.62 0.089
H 6.44 0.42 1.81 0.083
H 5.97 1.51 0.56 0.092
H 6.56 3.48 2.24 0.115
H 7.14 2.18 3.31 0.117
H 4.57 4.28 3.43 0.079
H 5.25 3.51 4.86 0.087
H 3.57 3.21 4.31 0.084
```

The calculation puts the energy relative to the best compared isomer or geometry (same formula, charge and spin) at 1.416 eV. The lowest unoccupied orbital energy is 0.018 Ha. As for the molecular weight: 1380.04 g mol⁻¹. As for the HOMO-LUMO gap: 8.027 eV. As for the SMILES: CC1(C)CCCC(C)(C)N1O.CC1(C)CCCC(C)(C)N1O.COCCNCCOC.COCCNCCOC.COCCNCCOC.COCCNCCOC.COCCNCCOC.COCCNCCOC.COCCNCCOC.COCCNCCOC.

***

Entry 2:
Formula: C4H11N2
Source: the OMol25 dataset
Level of theory: wB97M-V/def2-TZVPD

Geometry as XYZ:
```
17
Properties=species:S:1:pos:R:3:lowdin_charge:R:1
C -1.85 -0.53 -0.39 -0.051
C 0.77 -1.43 -0.09 -0.030
C -2.91 0.21 0.28 -0.041
C 2.29 0.71 -0.35 0.018
N -0.59 -0.58 0.03 0.058
N 1.85 -0.49 0.38 -0.068
H -2.06 -1.11 -1.23 0.122
H 1.03 -1.60 -1.11 0.056
H -3.64 -0.46 0.74 0.107
H -3.63 0.67 -0.46 0.127
H -2.69 0.79 1.12 0.066
H 1.39 1.33 -0.42 0.112
H 3.07 1.05 0.26 0.094
H 2.65 0.48 -1.27 0.076
H -0.33 -0.16 0.86 0.082
H 1.71 -0.24 1.28 0.107
H 2.69 -1.05 0.35 0.165
```

The calculation puts the energy relative to the best compared isomer or geometry (same formula, charge and spin) at 4.789 eV. The lowest unoccupied orbital energy (spin up / spin down) is -0.136 / -0.136 Ha. As for the molecular weight: 87.15 g mol⁻¹. As for the HOMO-LUMO gap (spin up / spin down): 8.453 / 8.451 eV. Its charge is +1.

***

Entry 3:
Formula: C17H15NO3
Source: the OMol25 dataset
Level of theory: wB97M-V/def2-TZVPD

Geometry as XYZ:
```
36
Properties=species:S:1:pos:R:3:lowdin_charge:R:1
C -7.20 -0.95 -0.78 0.011
C -5.97 -0.61 -0.46 -0.150
C -5.58 0.75 0.05 -0.200
H -6.41 1.19 0.62 0.133
O -4.50 0.71 0.96 -0.039
C -3.24 0.50 0.50 -0.268
C -2.24 0.45 1.48 0.014
C -0.92 0.25 1.13 -0.012
C -0.57 0.10 -0.21 -0.173
C -1.55 0.15 -1.18 -0.019
C -2.88 0.34 -0.84 -0.015
H -3.62 0.37 -1.62 0.107
H -1.29 0.03 -2.22 0.116
C 0.88 -0.13 -0.57 -0.278
N 1.34 -1.37 0.01 0.154
C 2.66 -1.67 0.16 -0.434
O 3.04 -2.77 0.51 0.077
C 3.55 -0.51 -0.06 -0.067
C 4.93 -0.65 -0.10 -0.007
C 5.75 0.46 -0.18 -0.081
C 5.19 1.73 -0.19 -0.073
C 3.81 1.89 -0.16 0.003
C 2.99 0.77 -0.11 -0.199
O 1.64 0.96 -0.08 0.037
H 3.36 2.87 -0.18 0.118
H 5.82 2.60 -0.24 0.105
H 6.82 0.34 -0.21 0.102
H 5.34 -1.65 -0.05 0.121
H 0.67 -2.09 0.21 0.160
H 1.00 -0.17 -1.67 0.166
H -0.16 0.22 1.89 0.124
H -2.53 0.58 2.51 0.121
H -5.36 1.42 -0.79 0.128
H -5.15 -1.32 -0.55 0.105
H -7.43 -1.93 -1.15 0.054
H -8.02 -0.27 -0.68 0.060
```

The calculation puts the energy relative to the best compared isomer or geometry (same formula, charge and spin) at 1.767 eV. The lowest unoccupied orbital energy is 0.026 Ha. As for the molecular weight: 281.31 g mol⁻¹. As for the HOMO-LUMO gap: 9.601 eV. As for the SMILES: C=CCOc1ccc([C@@H]2NC(=O)c3ccccc3O2)cc1.

***

Entry 4:
Formula: C8H7CrN2O5S
Source: the OMol25 dataset
Level of theory: wB97M-V/def2-TZVPD

Geometry as XYZ:
```
24
Properties=species:S:1:pos:R:3:mulliken_spin:R:1
O -0.03 4.05 -5.80 0.000
C -0.01 3.16 -5.09 0.002
Cr -0.01 -0.70 -1.91 3.022
O -0.04 1.78 -0.10 0.036
C -0.06 0.93 -0.91 -0.103
C -0.06 -2.47 -2.94 -0.080
O -0.14 -3.47 -3.51 0.077
C 1.88 -0.66 -2.05 -0.121
O 3.03 -0.59 -1.97 0.092
C -1.89 -0.74 -2.09 -0.123
O -3.05 -0.79 -2.03 0.095
H 0.07 0.82 -2.52 -0.064
S 0.11 -1.79 0.03 0.167
C 0.06 -0.84 1.49 -0.007
N 1.12 -0.55 2.27 0.003
C 0.76 0.30 3.38 0.000
C -0.75 0.47 3.21 0.002
N -1.04 -0.28 2.01 -0.001
H 2.05 -0.91 2.09 0.003
H 1.28 1.26 3.32 0.000
H 1.00 -0.19 4.33 0.001
H -1.02 1.53 3.08 0.000
H -1.30 0.06 4.07 0.000
H -1.96 -0.39 1.62 0.000
```

The calculation puts the energy relative to the best compared isomer or geometry (same formula, charge and spin) at 0.000 eV. The lowest unoccupied orbital energy (spin up / spin down) is -0.301 / -0.411 Ha. As for the molecular weight: 295.22 g mol⁻¹. As for the HOMO-LUMO gap (spin up / spin down): 8.939 / 5.957 eV. Its spin multiplicity is 4. Its expectation value of S² is 3.804. Its charge is +2.

***

Entry 5:
Formula: C5H8N2
Source: the OMol25 dataset
Level of theory: wB97M-V/def2-TZVPD

Geometry as XYZ:
```
15
Properties=species:S:1:pos:R:3:lowdin_charge:R:1
C 0.84 1.55 2.30 -0.154
N 0.80 0.46 1.34 -0.012
C -0.33 0.10 0.91 -0.261
N -0.50 -1.07 0.13 -0.019
C -0.19 -1.00 -1.34 -0.233
C -0.95 -0.73 -2.58 -0.034
C 0.74 -1.46 -0.60 0.026
H 1.47 2.35 1.91 0.071
H -0.15 1.97 2.54 0.068
H 1.31 1.19 3.22 0.072
H -1.28 0.57 1.20 0.120
H -1.88 -1.31 -2.56 0.088
H -1.21 0.33 -2.67 0.082
H -0.36 -1.03 -3.45 0.083
H 1.68 -1.92 -0.36 0.104
```

The calculation puts the energy relative to the best compared isomer or geometry (same formula, charge and spin) at 3.905 eV. The lowest unoccupied orbital energy is 0.037 Ha. As for the molecular weight: 96.13 g mol⁻¹. As for the HOMO-LUMO gap: 9.244 eV. As for the SMILES: C/N=C/N1C=C1C.

***

Entry 6:
Formula: C4H8O2S
Source: the OMol25 dataset
Level of theory: wB97M-V/def2-TZVPD

Geometry as XYZ:
```
15
Properties=species:S:1:pos:R:3:lowdin_charge:R:1
C 1.70 1.22 -0.27 -0.248
C -0.78 -0.84 0.39 -0.468
C 0.08 -2.02 0.77 -0.044
C -0.89 1.40 -1.00 -0.203
O -1.98 -0.79 0.18 0.044
O -0.05 1.34 1.63 -0.380
S 0.16 0.80 0.28 0.685
H 2.44 0.69 0.33 0.001
H 1.49 0.83 -1.38 0.043
H 1.00 -2.07 0.18 0.072
H 0.49 -1.86 1.86 0.134
H -0.55 -3.00 0.69 0.119
H -1.93 1.04 -0.73 0.081
H -0.67 2.50 -1.12 0.104
H -0.50 0.75 -1.80 0.061
```

The calculation puts the energy relative to the best compared isomer or geometry (same formula, charge and spin) at 4.748 eV. The lowest unoccupied orbital energy is 0.004 Ha. As for the molecular weight: 120.17 g mol⁻¹. As for the HOMO-LUMO gap: 8.773 eV. As for the SMILES: C=[S@](C)(=O)C(C)=O.

***

Entry 7:
Formula: CH2N2OS2
Source: the OMol25 dataset
Level of theory: wB97M-V/def2-TZVPD

Geometry as XYZ:
```
8
Properties=species:S:1:pos:R:3:lowdin_charge:R:1
C -0.11 -0.28 -0.10 -0.215
N -0.39 -1.34 0.65 -0.175
N -0.36 -2.50 0.39 -0.363
O 2.52 -1.09 -0.89 -0.631
S 0.37 -3.09 -1.04 0.603
S 1.24 -1.26 -1.57 0.564
H -0.95 0.07 -0.86 0.143
H 0.45 0.44 0.43 0.073
```

The calculation puts the energy relative to the best compared isomer or geometry (same formula, charge and spin) at 2.121 eV. The lowest unoccupied orbital energy is -0.020 Ha. As for the molecular weight: 122.17 g mol⁻¹. As for the HOMO-LUMO gap: 8.545 eV.

***

Entry 8:
Formula: C3H6N2O
Source: the OMol25 dataset
Level of theory: wB97M-V/def2-TZVPD

Geometry as XYZ:
```
12
Properties=species:S:1:pos:R:3:lowdin_charge:R:1
N 1.84 0.13 0.88 0.108
C 0.90 0.69 -0.02 -0.475
O 1.09 1.70 -0.66 0.096
C -0.40 -0.05 0.17 -0.268
C -1.61 0.08 -0.66 -0.123
N -0.80 -1.13 -0.73 0.030
H 2.57 0.77 1.14 0.090
H 2.19 -0.77 0.57 0.102
H -0.38 -0.27 1.23 0.135
H -1.58 0.67 -1.58 0.108
H -2.60 0.04 -0.20 0.106
H -1.23 -1.85 -0.14 0.091
```

The calculation puts the energy relative to the best compared isomer or geometry (same formula, charge and spin) at 1.948 eV. The lowest unoccupied orbital energy is 0.034 Ha. As for the molecular weight: 86.09 g mol⁻¹. As for the HOMO-LUMO gap: 10.670 eV. As for the SMILES: NC(=O)[C@H]1CN1.